Entry 1:
C10H9DyN2O5Se as an isolated structure in a non-equilibrium geometry, computed with ωB97M-V/def2-TZVPD.

XYZ file:
```
28
C10H9DyN2O5Se | the Open Molecules 2025 dataset | ωB97M-V/def2-TZVPD
O -2.90505 -1.31940 -0.78169
C -1.84730 -1.69328 -0.44099
Dy 0.14744 -2.08002 -0.02269
O -0.12643 -3.05138 -3.55300
C -0.22914 -2.88719 -2.41853
C -0.03754 -0.51463 -1.72647
O 1.17969 -0.59492 -1.42004
C -0.93386 0.57136 -1.99213
O -1.17658 1.51186 -1.20192
C -1.60791 0.23631 -3.21925
O -2.02522 -0.75996 -3.74297
H -1.50439 1.30169 -3.32480
C 2.66369 -0.95398 1.34693
N 1.64955 0.08913 1.34167
C 1.85840 1.38982 0.90872
C 0.67806 2.04489 1.04319
N -0.23188 1.15992 1.58430
C -1.61556 1.45612 1.89050
C 0.35334 -0.05373 1.79212
Se -0.42483 -1.54426 2.63472
H 2.30985 -1.80721 1.94235
H 3.59476 -0.57947 1.79222
H 2.88582 -1.28415 0.31584
H 2.81499 1.71716 0.54405
H 0.39749 3.05512 0.79886
H -1.67545 2.47443 2.29075
H -2.22984 1.38407 0.98611
H -1.96210 0.73170 2.63215
```

Results
LUMO level (spin up / spin down)	-0.352 / -0.347	Eh
multiplicity	6
HOMO level (spin up / spin down)	-16.1 / -16.2	eV
charge	+2
E_tot	-4157.8793	hartree
largest force on an atom	10.8	eV/A
ΔE to the lowest compared entry with this formula, charge and spin	231.2	kJ/mol


Entry 2:
One molecule with the formula C3H4N2O, computed with ωB97M-V/def2-TZVPD.

XYZ file:
```
10
C3H4N2O | the Open Molecules 2025 dataset | ωB97M-V/def2-TZVPD
N 1.90030 -0.02902 -0.26361
C 0.59890 -0.37283 -0.03794
N -0.23086 0.72862 -0.30376
C -1.48001 0.82272 0.19832
C -2.06467 -0.31748 -0.14690
O 0.28071 -1.49658 0.33328
H 2.14035 0.93665 -0.41374
H 2.60839 -0.67290 0.04766
H -1.90998 1.77738 0.49798
H -1.83943 -1.35102 0.09382
```

Results
LUMO level (spin up / spin down)	-0.036 / -0.036	Eh
multiplicity	1
HOMO level (spin up / spin down)	-9.1 / -9.1	eV
charge	0
E_tot	-301.3236	hartree
largest force on an atom	0.4	eV/A
ΔE to the lowest compared entry with this formula, charge and spin	429.5	kJ/mol


Entry 3:
A 4-piece molecular cluster, C17H47NO12P3 overall in a non-equilibrium geometry, computed with ωB97M-V/def2-TZVPD.

XYZ file:
```
80
C17H47NO12P3 | the Open Molecules 2025 dataset | ωB97M-V/def2-TZVPD
C -1.04051 0.48199 -0.63147
C 0.43447 0.90346 -0.53376
C 0.75587 2.35139 -0.99660
C -0.42857 3.20750 -1.43744
C 0.04082 4.67777 -1.59113
C -0.69602 5.45838 -2.67735
N -0.05755 5.24089 -4.03209
C -0.61359 4.10316 -4.84428
C -0.38711 4.28745 -6.34872
H -1.74695 1.22082 -0.25962
H -1.28214 0.14825 -1.64135
H -1.17559 -0.39976 -0.00096
H 0.80887 0.75004 0.47645
H 0.98758 0.23192 -1.19208
H 1.25043 2.88176 -0.17926
H 1.46498 2.31981 -1.83001
H -0.87828 2.87192 -2.37523
H -1.21526 3.21325 -0.68268
H 1.11411 4.65845 -1.81374
H -0.09411 5.19296 -0.64161
H -1.73495 5.14235 -2.72339
H -0.62104 6.52280 -2.46274
H 0.94062 5.07256 -3.89981
H -0.15077 6.10494 -4.56595
H -0.11397 3.19500 -4.51354
H -1.66990 3.97503 -4.62170
H -0.07604 5.29865 -6.61593
H 0.38579 3.60861 -6.70444
H -1.29502 4.03816 -6.89222
C -4.73977 5.47167 -3.00675
O -5.98859 5.41165 -2.31668
P -6.54628 3.98410 -1.86011
O -6.80372 3.11008 -3.00621
O -7.83622 4.49565 -1.09687
C -8.81641 5.27495 -1.78722
O -5.94461 3.22968 -0.60478
C -4.53049 3.02151 -0.51545
H -4.45959 6.52041 -3.07440
H -3.96105 4.93052 -2.46269
H -4.84789 5.05334 -4.00842
H -8.94948 4.92142 -2.80999
H -8.52996 6.32592 -1.78505
H -9.75043 5.15760 -1.24502
H -3.99501 3.97476 -0.50852
H -4.18099 2.40692 -1.34903
H -4.33777 2.50015 0.41720
C 1.56971 -4.25202 4.43675
O 0.52774 -3.25573 4.54224
P 0.67780 -1.91674 3.71163
O 1.82442 -1.10201 4.12475
O -0.71508 -1.23741 4.09152
C -1.01620 -0.99159 5.46432
O 0.41274 -1.89055 2.14643
C 1.09111 -2.92118 1.38649
H 1.21512 -5.15091 4.93110
H 1.78291 -4.48150 3.39406
H 2.47352 -3.90087 4.93161
H -0.12666 -0.67588 6.01087
H -1.44127 -1.88367 5.92360
H -1.75318 -0.19249 5.49073
H 0.76670 -3.90761 1.71834
H 2.17138 -2.82711 1.50948
H 0.83736 -2.79145 0.33919
C 8.01590 -8.43136 2.18535
O 7.09694 -7.73811 3.04473
P 5.61848 -7.36825 2.47491
O 6.06438 -6.45567 1.37652
O 5.08441 -6.64516 3.78389
C 5.94906 -5.78458 4.53069
O 4.14911 -7.75586 1.91624
C 3.99474 -8.91127 1.07530
H 8.86144 -8.72768 2.80037
H 7.56708 -9.32358 1.75113
H 8.34453 -7.75990 1.39441
H 6.60151 -5.20731 3.87666
H 6.54084 -6.36771 5.23307
H 5.31147 -5.09873 5.08391
H 4.28869 -9.82596 1.59033
H 4.58350 -8.79189 0.16406
H 2.94187 -8.97806 0.81790
```

Results
LUMO level	-0.114	Eh
multiplicity	1
HOMO level	-10.6	eV
charge	+1
E_tot	-2657.5343	hartree
largest force on an atom	6.9	eV/A


Entry 4:
A 5-piece molecular cluster, C14H24Cl6O4 overall in a non-equilibrium geometry, computed with ωB97M-V/def2-TZVPD.

XYZ file:
```
48
C14H24Cl6O4 | the Open Molecules 2025 dataset | ωB97M-V/def2-TZVPD
Cl 2.76419 3.71322 1.94500
C 4.20340 2.70773 2.20653
C 4.75683 2.41835 0.78100
Cl 6.29229 1.64674 0.93518
H 4.04112 1.86328 2.87635
H 4.84416 3.48096 2.63037
H 4.87915 3.32901 0.19461
H 4.01357 1.80480 0.27187
Cl 4.50349 -2.63462 1.35831
C 3.43309 -1.17337 1.52464
C 2.38210 -1.50519 2.64363
Cl 1.68273 -0.13614 3.51309
H 3.29700 -0.87963 0.48383
H 3.96660 -0.40686 2.08673
H 2.80397 -2.10411 3.45073
H 1.41892 -1.87923 2.29654
Cl -2.22799 4.61190 0.69247
C -3.55439 3.61479 1.54760
C -4.03804 4.38311 2.74989
Cl -5.45849 3.59926 3.59841
H -3.04443 2.71220 1.88430
H -4.28815 3.31308 0.80016
H -4.37819 5.35910 2.40372
H -3.27975 4.52387 3.52013
O -1.39170 -3.27184 -1.44186
C -1.79753 -3.57611 -2.51802
O -1.79934 -2.78547 -3.58227
C -2.65150 -3.35258 -4.66747
C -2.83972 -4.81010 -4.27526
C -2.47964 -4.80542 -2.82996
H -2.09753 -3.08556 -5.56742
H -3.64298 -2.90087 -4.63538
H -2.22248 -5.36854 -4.97900
H -3.88883 -5.09132 -4.36690
H -1.91020 -5.59016 -2.33195
H -3.43805 -4.68453 -2.32504
O 1.70342 -0.12683 -2.30367
C 1.02944 0.13831 -1.23063
O 1.49392 0.86617 -0.28697
C 0.49855 1.48166 0.47134
C -0.65764 0.52607 0.46898
C -0.39340 -0.06565 -0.89536
H 0.32491 2.42391 -0.04839
H 0.83805 1.51455 1.50660
H -1.59477 1.05180 0.65210
H -0.49269 -0.13327 1.32113
H -0.94315 0.40316 -1.71151
H -0.66032 -1.11964 -0.81817
```

Results
LUMO level	0.018	Eh
multiplicity	1
HOMO level	-9.8	eV
charge	0
SMILES	O=C1CCCO1.O=C1CCCO1.ClCCCl.ClCCCl.ClCCCl
E_tot	-3609.9106	hartree
largest force on an atom	6.2	eV/A
ΔE to the lowest compared entry with this formula, charge and spin	230.2	kJ/mol


Entry 5:
C24H39AsN2O5Sc as an isolated structure in a non-equilibrium geometry, computed with ωB97M-V/def2-TZVPD.

XYZ file:
```
72
C24H39AsN2O5Sc | the Open Molecules 2025 dataset | ωB97M-V/def2-TZVPD
Sc 0.01780 -1.28260 0.58414
C -0.73019 -0.79439 3.51492
C 0.52934 -1.52798 3.76531
O 1.12076 -1.59482 2.50017
C 2.55037 -2.06003 2.49394
C 3.20511 -1.65215 1.22742
O 2.18063 -1.94312 0.22702
C 2.59327 -1.75851 -1.09813
C 1.69250 -2.69167 -1.86157
O 0.31554 -2.43603 -1.42440
C -0.48957 -3.66203 -1.74096
C -0.61974 -4.30280 -0.43186
O -1.13147 -3.29070 0.45931
C -1.53382 -3.78913 1.76541
C -2.14660 -2.61449 2.41339
O -1.31865 -1.43229 2.32203
H -0.60441 0.22342 3.20564
H -1.39745 -0.96046 4.32678
H 0.39566 -2.60180 4.18142
H 1.23901 -1.12008 4.45896
H 2.59865 -3.13263 2.63226
H 3.02270 -1.55403 3.35923
H 4.08082 -2.23766 1.00776
H 3.49307 -0.56581 1.12385
H 3.57409 -2.17635 -1.29736
H 2.53613 -0.70560 -1.40615
H 1.95568 -3.68915 -1.61679
H 1.75020 -2.53700 -2.94392
H 0.02064 -4.27653 -2.51403
H -1.45205 -3.34440 -2.09388
H 0.26326 -4.72907 0.01878
H -1.32630 -5.12406 -0.49330
H -0.64246 -4.24019 2.21128
H -2.28538 -4.51593 1.54971
H -2.43308 -2.90415 3.44121
H -3.09932 -2.37439 1.94871
C 2.04592 2.08613 1.79612
As 0.88883 1.41339 0.45329
C -0.68780 2.44396 0.86649
C 1.65861 2.17963 -1.30594
C 1.29416 3.67444 -1.43380
C 2.16370 4.66328 -1.03819
C 1.81350 6.00382 -1.21517
C 0.62435 6.35277 -1.77586
C -0.30686 5.37240 -2.08161
C 0.05883 4.03890 -1.87472
H 2.10392 1.47470 2.69541
H 1.73091 3.12455 1.99648
H 3.11544 2.26373 1.46528
H -0.39513 3.44465 1.21072
H -1.31165 1.93081 1.66031
H -1.30076 2.39993 0.01969
H 1.22015 1.59111 -2.05749
H 2.73867 2.02331 -1.16703
H 3.20304 4.46237 -0.85516
H 2.66737 6.75037 -1.29212
H 0.36147 7.35695 -1.91602
H -1.18126 5.61223 -2.69711
H -0.68147 3.30676 -2.21314
N -4.48758 1.25647 -3.18903
C -3.53256 0.79872 -2.32829
C -2.25966 0.46596 -2.76188
C -1.34246 -0.11558 -1.95781
N -1.58542 -0.43653 -0.65139
C -2.83725 -0.13590 -0.19908
C -3.83343 0.39007 -1.02073
H -4.28671 1.45301 -4.14947
H -5.36699 1.46759 -2.79082
H -2.00160 0.67435 -3.75780
H -0.31098 -0.39471 -2.30366
H -3.09060 -0.52528 0.78642
H -4.81342 0.53023 -0.73319
```

Results
LUMO level	-0.322	Eh
multiplicity	1
HOMO level	-15.8	eV
charge	+3
E_tot	-4419.2412	hartree
largest force on an atom	3.1	eV/A
ΔE to the lowest compared entry with this formula, charge and spin	172.4	kJ/mol


Entry 6:
A 2-piece molecular cluster, C10H16 overall, computed with ωB97M-V/def2-TZVPD.

XYZ file:
```
26
C10H16 | the Open Molecules 2025 dataset | ωB97M-V/def2-TZVPD
C 2.47450 -1.83257 -0.30969
C 0.07220 -1.30064 0.18472
C 1.08875 -1.45240 -0.75297
C -1.23344 -1.04692 -0.21480
C -1.51896 -0.87146 -1.55841
C 0.78800 -1.23255 -2.09286
C -0.51231 -0.95053 -2.49787
H 0.27640 -1.46497 1.23491
H -2.01479 -0.89371 0.51663
H 3.21107 -1.60255 -1.08063
H 2.52555 -2.91679 -0.19763
H -2.52701 -0.60795 -1.85679
H 1.56635 -1.34545 -2.83762
H -0.69484 -0.75203 -3.54700
H 2.76595 -1.33071 0.60829
C -0.65916 2.07015 1.48364
C -0.75281 1.70596 2.97397
C 0.08682 3.37975 1.28635
H -0.14442 1.21958 1.03357
H -1.65205 2.13813 1.04028
H -1.34254 0.80082 3.13893
H -0.31488 4.15187 1.95786
H 1.13178 3.29974 1.58363
H -1.13071 2.52004 3.59556
H 0.23470 1.41250 3.33201
H 0.00672 3.75301 0.26347
```

Results
LUMO level	0.036	Eh
multiplicity	1
HOMO level	-9.1	eV
charge	0
SMILES	Cc1ccccc1.CCC
E_tot	-390.6284	hartree
largest force on an atom	0.8	eV/A
ΔE to the lowest compared entry with this formula, charge and spin	19.7	kJ/mol


Number 6 is which compound? C10H16